Arrangement a

Computed, not measured: 2 unconnected molecules or ions with the total composition C5H11O2, with the ωB97M-V functional and the def2-TZVPD basis.

Geometry as ORCA input:
```
! wB97M-V def2-TZVPD RIJCOSX def2/J DEFGRID3
* xyz -1 1
C 1.270 -1.302 -0.128
C 1.219 -2.637 -0.845
C 1.904 -1.282 1.337
O 1.870 -2.373 1.941
O 2.244 -0.139 1.700
H 1.822 -0.536 -0.676
H 0.267 -0.898 0.058
H 1.040 -3.406 -0.092
H 2.111 -2.827 -1.446
H 0.400 -2.634 -1.572
C -2.312 1.868 0.356
C -1.213 2.632 -0.443
H -1.820 1.220 1.070
H -2.892 2.585 0.940
H -3.006 1.318 -0.272
H -1.408 2.502 -1.507
H -0.247 2.213 -0.182
H -1.252 3.698 -0.240
*
```

HOMO, eV: -3.7
HOMO-LUMO gap, eV: 7.346
E_LUMO, Ha: 0.13225

---

Arrangement b

Computed, not measured: 2 unconnected molecules or ions with the total composition C5H11O2, with the ωB97M-V functional and the def2-TZVPD basis.

Geometry as ORCA input:
```
! wB97M-V def2-TZVPD RIJCOSX def2/J DEFGRID3
* xyz -1 1
O -1.670 1.893 1.870
C -0.910 1.765 0.900
C -1.289 2.168 -0.518
H 0.160 1.452 0.991
H -2.392 2.487 -0.590
H -1.074 1.340 -1.226
H -0.622 2.958 -0.865
C 0.524 -1.109 0.494
O -0.081 -0.299 -0.434
C 1.085 -2.323 -0.346
C 1.943 -1.811 -1.554
H -0.180 -1.411 1.300
H 1.452 -0.612 0.977
H 0.343 -3.026 -0.615
H 1.751 -2.960 0.297
H 2.244 -2.652 -2.347
H 2.853 -1.374 -1.146
H 1.356 -1.100 -2.119
*
```

HOMO, eV: -2.9
HOMO-LUMO gap, eV: 7.143
E_LUMO, Ha: 0.15607

---

Arrangement c

Computed, not measured: 2 unconnected molecules or ions with the total composition C5H11O2, with the ωB97M-V functional and the def2-TZVPD basis.

Geometry as ORCA input:
```
! wB97M-V def2-TZVPD RIJCOSX def2/J DEFGRID3
* xyz -1 1
C -0.580 2.132 0.173
C 0.734 1.916 -0.545
C -1.855 1.910 -0.670
H -0.606 3.129 0.635
H -0.653 1.553 1.104
H 1.490 1.207 -0.196
H 0.578 1.526 -1.559
H -2.716 2.111 -0.047
H -1.696 0.906 -1.079
H 1.261 2.875 -0.603
H -1.813 2.500 -1.591
C -0.533 -2.202 -0.433
C 0.595 -1.525 0.421
O 1.706 -1.490 -0.153
O 0.306 -1.126 1.567
H -0.355 -3.266 -0.260
H -0.371 -2.000 -1.489
H -1.525 -1.881 -0.117
*
```

HOMO, eV: -3.9
HOMO-LUMO gap, eV: 7.801
E_LUMO, Ha: 0.14385

---

Short version: arrangement b is the least stable of them.

---

Arrangement a

Computed, not measured: 2 unconnected molecules or ions with the total composition C5H11O2, with the ωB97M-V functional and the def2-TZVPD basis.

Geometry as ORCA input:
```
! wB97M-V def2-TZVPD RIJCOSX def2/J DEFGRID3
* xyz -1 1
C -0.285 3.371 -0.594
C -1.804 3.347 -0.470
H 0.127 2.444 -0.975
H 0.037 4.098 -1.345
H 0.198 3.569 0.356
H -2.157 2.426 -0.014
H -2.294 3.439 -1.442
H -2.138 4.206 0.110
C 0.248 -0.662 0.629
C 1.223 -0.005 -0.355
C 0.253 -2.218 0.429
O 0.706 -2.864 1.401
O -0.193 -2.618 -0.666
H 0.474 -0.424 1.663
H -0.729 -0.269 0.350
H 1.061 1.061 -0.521
H 1.031 -0.367 -1.367
H 2.246 -0.127 -0.027
*
```

HOMO, eV: -3.8
HOMO-LUMO gap, eV: 7.183
E_LUMO, Ha: 0.12531

---

Arrangement b

Computed, not measured: a molecular structure, C5H11O2, with the ωB97M-V functional and the def2-TZVPD basis.

Geometry as ORCA input:
```
! wB97M-V def2-TZVPD RIJCOSX def2/J DEFGRID3
* xyz -1 1
C 1.056 -0.257 0.227
O 1.421 -1.374 -0.510
C -0.340 0.329 -0.262
C -1.247 0.945 0.847
C -2.660 1.165 0.243
C -3.042 1.593 -0.992
H 1.782 0.528 0.070
H 0.833 -0.552 1.281
H -0.081 1.244 -0.820
H -0.644 -0.435 -1.105
H -1.031 1.977 1.237
H -1.343 0.429 1.756
H -3.458 0.810 0.929
H -2.496 1.377 -1.939
H -4.001 1.907 -1.268
H 4.289 -1.340 0.091
H 2.593 -1.717 -0.048
O 3.699 -1.986 0.440
*
```

HOMO, eV: -3.7
HOMO-LUMO gap, eV: 7.279
E_LUMO, Ha: 0.13019

---

Arrangement c

Computed, not measured: 2 unconnected molecules or ions with the total composition C5H11O2, with the ωB97M-V functional and the def2-TZVPD basis.

Geometry as ORCA input:
```
! wB97M-V def2-TZVPD RIJCOSX def2/J DEFGRID3
* xyz -1 1
C -2.079 0.524 0.560
C -2.172 0.591 2.107
C -0.743 -0.488 0.320
O -0.007 -0.742 1.274
O -0.564 -0.747 -0.897
H -3.034 0.320 0.033
H -1.819 1.432 0.026
H -2.422 1.587 2.545
H -1.259 0.142 2.574
H -3.043 -0.037 2.340
C 2.677 1.008 -1.767
C 2.518 -0.521 -1.384
H 3.407 1.104 -2.540
H 1.727 1.399 -2.157
H 2.837 1.470 -0.741
H 2.943 -0.651 -0.378
H 2.998 -1.193 -2.068
H 1.432 -0.706 -1.378
*
```

HOMO, eV: -3.8
HOMO-LUMO gap, eV: 8.010
E_LUMO, Ha: 0.15352

---

Arrangement d

Computed, not measured: 3 unconnected molecules or ions with the total composition C5H11O2, with the ωB97M-V functional and the def2-TZVPD basis.

Geometry as ORCA input:
```
! wB97M-V def2-TZVPD RIJCOSX def2/J DEFGRID3
* xyz -1 1
C 1.473 0.140 -0.139
O 2.519 -0.743 0.166
C 0.138 -0.410 0.179
C -1.080 0.437 0.008
C -2.319 -0.070 -0.512
C -3.580 0.461 -0.449
H 1.333 0.539 -1.155
H 1.612 1.053 0.558
H -0.124 -1.342 -0.343
H 0.205 -0.716 1.280
H -1.332 1.233 0.775
H -2.816 -0.562 1.317
H -2.145 -0.972 -1.134
H -4.315 -0.088 -1.124
H -3.858 1.246 0.194
H 5.333 0.251 0.651
H 3.955 -0.289 -0.112
O 5.004 -0.169 -0.158
*
```

HOMO, eV: -3.1
HOMO-LUMO gap, eV: 3.509
E_LUMO, Ha: 0.01358

---

Short version: arrangement d is the least stable of them.

---

Arrangement a

Computed, not measured: 2 unconnected molecules or ions with the total composition C4H8O2, with the ωB97M-V functional and the def2-TZVPD basis.

Geometry as ORCA input:
```
! wB97M-V def2-TZVPD RIJCOSX def2/J DEFGRID3
* xyz 0 1
O 2.032 0.915 0.518
C 1.594 -0.233 -0.161
C 0.274 -0.797 0.407
C -0.870 0.166 0.358
C -2.221 0.475 0.237
O -0.756 1.425 0.396
H 1.374 1.610 0.378
H 1.485 -0.060 -1.243
H 2.386 -0.982 -0.030
H 0.037 -1.769 -0.040
H 0.406 -0.955 1.486
H -2.740 0.534 1.188
H -1.193 -0.294 -1.915
H -1.808 -0.037 -1.578
*
```

HOMO, eV: -8.9
SMILES string: OCCC1=CO1.[H][H]
HOMO-LUMO gap, eV: 9.454
E_LUMO, Ha: 0.01952

---

Arrangement b

Computed, not measured: a single C4H8O2 molecule, with the ωB97M-V functional and the def2-TZVPD basis.

Geometry as ORCA input:
```
! wB97M-V def2-TZVPD RIJCOSX def2/J DEFGRID3
* xyz 0 1
C -0.562 -0.748 -1.385
C -0.099 0.508 -0.762
O -1.454 1.088 0.887
C -0.426 0.508 1.410
C 0.922 0.524 0.214
O 1.752 -0.586 0.343
H -0.457 -1.593 -0.697
H -1.592 -0.671 -1.734
H 0.096 -0.960 -2.239
H -0.512 1.445 -1.111
H -0.396 -0.615 1.465
H -0.032 0.898 2.377
H 1.463 1.459 0.359
H 1.294 -1.258 0.871
*
```

HOMO, eV: -8.2
HOMO-LUMO gap, eV: 7.708
E_LUMO, Ha: -0.01720

---

Arrangement c

Computed, not measured: 2 unconnected molecules or ions with the total composition C4H8O2, with the ωB97M-V functional and the def2-TZVPD basis.

Geometry as ORCA input:
```
! wB97M-V def2-TZVPD RIJCOSX def2/J DEFGRID3
* xyz 0 1
C -0.743 0.086 -0.242
C -0.171 0.576 0.895
O 1.122 0.287 1.131
C 1.705 -0.195 -0.069
O 1.143 -1.412 -0.419
C -0.249 -1.250 -0.700
H -1.356 0.636 -0.936
H -0.617 1.065 1.754
H 2.762 -0.338 0.126
H 1.533 0.564 -0.855
H -0.784 -2.022 -0.122
H -0.468 -1.429 -1.759
H -2.173 1.345 0.451
H -1.789 1.962 0.642
*
```

HOMO, eV: -8.6
SMILES string: C1=COCOC1.[H][H]
HOMO-LUMO gap, eV: 9.484
E_LUMO, Ha: 0.03250

---

Short version: arrangement a is the least stable of them.

---

Arrangement a

Computed, not measured: 2 unconnected molecules or ions with the total composition C4H8O2, with the ωB97M-V functional and the def2-TZVPD basis.

Geometry as ORCA input:
```
! wB97M-V def2-TZVPD RIJCOSX def2/J DEFGRID3
* xyz 0 1
C -0.055 -1.435 0.090
C 0.504 -0.534 0.895
C -0.358 0.094 1.931
O -1.143 1.008 1.785
H 0.547 -2.138 -0.469
H -1.138 -1.508 0.027
H 1.579 -0.431 1.024
H -0.280 -0.440 2.898
C 0.089 0.734 -1.690
O 0.509 1.274 -0.429
H 0.828 0.007 -2.062
H 0.070 1.589 -2.356
H -0.893 0.223 -1.740
H -0.260 1.559 0.097
*
```

HOMO, eV: -9.2
SMILES string: C=CC=O.CO
HOMO-LUMO gap, eV: 10.138
E_LUMO, Ha: 0.03357

---

Arrangement b

Computed, not measured: a single C4H8O2 molecule, with the ωB97M-V functional and the def2-TZVPD basis.

Geometry as ORCA input:
```
! wB97M-V def2-TZVPD RIJCOSX def2/J DEFGRID3
* xyz 0 1
C -2.002 -0.652 0.879
C -0.624 -0.197 0.504
C 0.161 -0.890 -0.319
O 1.393 -0.538 -0.803
C 1.905 0.722 -0.452
O 1.068 1.772 -0.833
H -2.114 -0.768 1.963
H -2.742 0.092 0.560
H -2.254 -1.605 0.402
H -0.300 0.768 0.880
H -0.129 -1.851 -0.737
H 2.043 0.820 0.634
H 2.871 0.767 -0.967
H 0.726 1.559 -1.711
*
```

HOMO, eV: -8.8
SMILES string: C/C=C/OCO
HOMO-LUMO gap, eV: 9.707
E_LUMO, Ha: 0.03505

---

Arrangement c

Computed, not measured: a single C4H8O2 molecule, with the ωB97M-V functional and the def2-TZVPD basis.

Geometry as ORCA input:
```
! wB97M-V def2-TZVPD RIJCOSX def2/J DEFGRID3
* xyz 0 1
C -0.472 1.092 -0.360
C 0.441 0.018 0.322
C 1.758 0.232 -0.411
O 2.510 1.145 -0.168
C -0.179 -1.382 0.149
O -1.565 -1.289 -0.106
H -0.135 2.066 -0.015
H -1.557 1.030 -0.205
H -0.352 1.022 -1.450
H 0.638 0.240 1.384
H 1.939 -0.438 -1.283
H 0.250 -1.893 -0.721
H -0.016 -2.034 1.021
H -1.938 -0.798 0.639
*
```

HOMO, eV: -9.9
SMILES string: C[C@H](C=O)CO
HOMO-LUMO gap, eV: 10.635
E_LUMO, Ha: 0.02650

---

Arrangement d

Computed, not measured: a single C4H8O2 molecule, with the ωB97M-V functional and the def2-TZVPD basis.

Geometry as ORCA input:
```
! wB97M-V def2-TZVPD RIJCOSX def2/J DEFGRID3
* xyz 0 1
C 1.889 -0.051 -0.275
O 1.176 1.084 -0.808
C -0.140 0.989 -0.753
C -0.850 0.387 0.398
O -1.624 1.486 0.384
C -1.329 -1.053 0.374
H 1.514 -0.978 -0.727
H 2.937 0.084 -0.540
H 1.776 -0.106 0.810
H -0.101 0.459 1.220
H -0.642 1.605 -1.485
H -1.907 -1.258 1.278
H -0.436 -1.694 0.398
H -1.921 -1.308 -0.507
*
```

HOMO (spin up / spin down), eV: -8.9 / -8.9
HOMO-LUMO gap (spin up / spin down), eV: 9.191 / 9.189
E_LUMO (spin up / spin down), Ha: 0.01021 / 0.01020

---

Short version: arrangement d is the least stable of them.

---

Arrangement a

Computed, not measured: 2 unconnected molecules or ions with the total composition C4H8O2, with the ωB97M-V functional and the def2-TZVPD basis.

Geometry as ORCA input:
```
! wB97M-V def2-TZVPD RIJCOSX def2/J DEFGRID3
* xyz 0 1
C -0.698 -2.266 1.711
C -0.249 -1.147 1.008
C -1.015 -0.404 -0.013
C -0.914 0.922 -0.043
O -1.637 1.830 -0.844
H -0.228 -2.557 2.680
H -1.443 -2.917 1.172
H 0.581 -0.524 1.321
H -1.858 -0.955 -0.620
H -0.235 1.603 0.585
H -1.455 1.580 -1.767
O 3.242 1.864 -1.964
H 2.429 1.359 -2.132
H 3.481 1.612 -1.094
*
```

HOMO, eV: -8.8
SMILES string: C=C/C=C/O.O
HOMO-LUMO gap, eV: 9.331
E_LUMO, Ha: 0.02099

---

Arrangement b

Computed, not measured: 2 unconnected molecules or ions with the total composition C4H8O2, with the ωB97M-V functional and the def2-TZVPD basis.

Geometry as ORCA input:
```
! wB97M-V def2-TZVPD RIJCOSX def2/J DEFGRID3
* xyz 0 1
C -2.113 -0.304 -0.507
C -0.931 0.811 0.854
C 0.215 0.057 0.341
O 0.046 -0.965 -0.294
O 1.445 0.564 0.490
C 2.430 -0.155 -0.261
H -3.007 -0.090 0.036
H -1.941 0.235 -1.430
H -2.046 -1.406 -0.719
H -0.680 1.875 1.152
H -1.462 0.360 1.682
H 3.326 0.462 -0.237
H 2.628 -1.135 0.184
H 2.091 -0.309 -1.291
*
```

HOMO, eV: -9.1
HOMO-LUMO gap, eV: 9.550
E_LUMO, Ha: 0.01758

---

Short version: arrangement b is the least stable of them.

---

Arrangement a

Computed, not measured: a molecular structure, C4H8O2, with the ωB97M-V functional and the def2-TZVPD basis.

Geometry as ORCA input:
```
! wB97M-V def2-TZVPD RIJCOSX def2/J DEFGRID3
* xyz 0 1
C -1.508 0.231 0.158
C -0.502 -0.532 0.778
C 0.344 -1.195 -0.300
O 0.562 -0.096 -1.195
C 1.239 1.138 -0.040
O 1.083 0.580 1.090
H -2.106 0.917 0.749
H -0.481 0.425 -0.882
H -2.053 -0.280 -0.640
H -0.442 -0.824 1.821
H 1.285 -1.592 0.079
H -0.211 -1.975 -0.835
H 2.257 1.278 -0.424
H 0.534 1.924 -0.359
*
```

HOMO, eV: -8.5
HOMO-LUMO gap, eV: 9.400
E_LUMO, Ha: 0.03210

---

Arrangement b

Computed, not measured: a molecular structure, C4H8O2, with the ωB97M-V functional and the def2-TZVPD basis.

Geometry as ORCA input:
```
! wB97M-V def2-TZVPD RIJCOSX def2/J DEFGRID3
* xyz 0 1
C -1.828 0.032 0.393
C -0.345 0.037 0.254
C 0.382 -1.056 -0.507
O 1.579 -0.355 -0.944
C 1.407 0.934 -0.619
O 0.196 1.202 -0.259
H -2.124 -0.762 1.086
H -2.184 0.980 0.807
H -2.355 -0.149 -0.560
H 0.994 0.211 1.454
H 0.682 -1.902 0.119
H -0.136 -1.445 -1.406
H 1.713 0.586 1.276
H 2.019 1.687 -1.092
*
```

HOMO, eV: -7.0
HOMO-LUMO gap, eV: 8.004
E_LUMO, Ha: 0.03721

---

Short version: arrangement a is the least stable of them.